{"formula": "C9H9NO2", "method": "the ωB97M-V functional and the def2-TZVPD basis", "elements": ["C", "C", "C", "C", "N", "O", "O", "C", "C", "C", "C", "C", "H", "H", "H", "H", "H", "H", "H", "H", "H"], "coordinates": [[-3.948, -0.565, 0.101], [-2.617, -0.017, 0.125], [-1.405, 0.038, 0.126], [0.369, 0.596, -0.016], [0.121, 2.031, -0.057], [-0.073, 2.583, 1.001], [0.216, 2.520, -1.156], [0.979, 0.169, 1.221], [2.074, -0.587, 1.237], [2.863, -0.997, 0.121], [2.416, -0.619, -1.078], [1.034, -0.036, -1.237], [-4.528, 0.157, 0.765], [-3.830, -1.440, 0.656], [-4.399, -0.570, -0.995], [0.318, 0.493, 2.123], [2.415, -0.860, 2.273], [3.658, -1.558, 0.414], [2.924, -1.064, -2.055], [1.099, 0.556, -2.064], [0.312, -0.829, -1.506]], "mulliken_charge": [-1.157, 0.601, -0.919, 1.297, 1.012, -0.571, -0.598, -0.553, -0.281, -0.476, -0.336, -1.079, 0.293, 0.315, 0.268, 0.273, 0.297, 0.464, 0.259, 0.443, 0.448], "e_homo_ev": -9.0, "e_lumo_ev": -0.2, "homo_lumo_gap_ev": 8.784, "charge": 0, "smiles": "CC#C[C@@]1([N+](=O)[O-])C=CC=CC1"}

***

{"formula": "C26H26N4O4RuS2", "method": "the ωB97M-V functional and the def2-TZVPD basis", "elements": ["Ru", "O", "C", "C", "C", "C", "C", "C", "C", "N", "C", "C", "N", "C", "C", "C", "C", "C", "C", "C", "O", "H", "H", "H", "H", "H", "H", "H", "H", "H", "H", "H", "H", "H", "H", "O", "C", "O", "C", "C", "C", "C", "C", "C", "S", "H", "H", "H", "H", "C", "N", "C", "S", "N", "C", "H", "H", "H", "H", "H", "H", "H", "H"], "coordinates": [[0.747, -0.192, -0.180], [0.074, -2.393, -0.209], [-0.447, -3.230, 0.621], [-0.772, -4.543, 0.166], [-1.292, -5.500, 1.003], [-1.570, -5.203, 2.348], [-1.307, -3.931, 2.801], [-0.753, -2.938, 1.974], [-0.520, -1.643, 2.563], [0.088, -0.647, 2.064], [0.202, 0.523, 2.943], [0.855, 1.671, 2.208], [1.891, 1.130, 1.369], [3.078, 1.546, 1.453], [4.158, 1.064, 0.637], [5.423, 1.658, 0.752], [6.466, 1.311, -0.071], [6.237, 0.342, -1.063], [5.018, -0.280, -1.176], [3.931, 0.022, -0.304], [2.844, -0.674, -0.401], [-0.554, -4.767, -0.873], [-1.491, -6.498, 0.626], [-1.984, -5.955, 3.010], [-1.523, -3.677, 3.836], [-0.912, -1.541, 3.582], [0.804, 0.256, 3.816], [-0.781, 0.845, 3.292], [1.225, 2.407, 2.930], [0.118, 2.154, 1.571], [3.312, 2.352, 2.159], [5.570, 2.420, 1.514], [7.436, 1.782, 0.029], [7.040, 0.083, -1.745], [4.835, -1.036, -1.932], [-3.609, 0.446, -0.547], [-2.454, 0.788, -0.251], [-1.474, -0.014, -0.084], [-2.203, 2.258, -0.038], [-3.220, 3.012, 0.549], [-3.074, 4.374, 0.761], [-1.909, 5.003, 0.330], [-0.906, 4.264, -0.280], [-1.024, 2.875, -0.446], [0.304, 2.050, -1.250], [-4.138, 2.499, 0.808], [-3.859, 4.945, 1.244], [-1.781, 6.072, 0.465], [-0.008, 4.753, -0.641], [-2.887, -2.061, -2.473], [-1.441, -1.856, -2.461], [-0.748, -0.813, -2.875], [0.992, -0.870, -2.657], [-1.241, 0.197, -3.587], [-2.625, 0.657, -3.711], [-3.064, -3.099, -2.194], [-3.287, -1.894, -3.473], [-3.402, -1.420, -1.758], [-0.927, -2.362, -1.738], [-0.536, 0.887, -3.771], [-3.085, 0.274, -4.624], [-2.612, 1.743, -3.759], [-3.226, 0.373, -2.853]], "mulliken_charge": [0.915, -0.349, 0.235, -0.621, -0.437, -0.723, -0.718, 0.523, -0.265, 0.105, -1.424, 0.178, 0.295, -0.439, 0.477, -0.671, -0.654, -0.429, -0.388, 0.234, -0.820, 0.461, 0.370, 0.365, 0.303, 0.231, 0.489, 0.490, 0.514, -0.677, 0.150, 0.303, 0.370, 0.365, 0.406, -0.808, -0.048, 0.439, 0.718, -0.643, -0.540, -0.592, -0.554, 0.245, -0.410, 0.415, 0.375, 0.362, 0.437, -0.965, 0.172, 0.445, -0.426, -0.116, -0.958, 0.339, 0.379, 0.304, -0.039, 0.373, 0.331, 0.334, 0.268], "s2": 0.77, "e_homo_ev": [-4.6, -4.5], "e_lumo_ev": [2.5, 2.8], "multiplicity": 2, "homo_lumo_gap_ev": [7.104, 7.318], "charge": -1}

***

{"formula": "C25H42BrNOP2Pt", "method": "the ωB97M-V functional and the def2-TZVPD basis", "elements": ["N", "C", "C", "C", "C", "C", "C", "Pt", "P", "C", "C", "C", "C", "C", "C", "C", "Br", "H", "H", "H", "H", "H", "H", "H", "H", "H", "H", "P", "C", "C", "H", "H", "H", "H", "H", "C", "C", "H", "H", "H", "H", "H", "C", "C", "H", "H", "H", "H", "H", "C", "C", "H", "H", "H", "H", "H", "C", "C", "H", "H", "H", "H", "H", "C", "C", "H", "H", "H", "H", "H", "O", "H", "H"], "coordinates": [[7.492, -0.381, -8.144], [6.391, -1.102, -8.359], [5.381, -1.209, -7.391], [5.535, -0.513, -6.177], [6.727, 0.223, -5.968], [7.681, 0.256, -6.991], [4.445, -0.459, -5.226], [0.083, 1.208, -0.170], [-2.817, 4.543, 1.544], [4.412, 0.501, -4.273], [3.369, 0.572, -3.329], [3.148, 1.835, -2.733], [2.033, 1.999, -1.936], [1.282, 0.846, -1.696], [1.472, -0.430, -2.245], [2.552, -0.569, -3.106], [-1.769, 0.271, 1.080], [3.614, -1.151, -5.402], [5.136, 1.314, -4.281], [4.467, -1.753, -7.621], [6.897, 0.811, -5.070], [6.289, -1.615, -9.323], [8.611, 0.813, -6.852], [3.821, 2.667, -2.956], [2.766, -1.520, -3.609], [1.725, 2.940, -1.501], [0.794, -1.224, -1.952], [1.544, 0.630, 1.463], [-3.274, 4.057, -0.162], [-4.102, 5.165, -0.857], [-3.866, 3.135, -0.075], [-2.383, 3.784, -0.748], [-4.577, 4.781, -1.768], [-4.891, 5.524, -0.183], [-3.474, 6.020, -1.134], [-1.187, 5.379, 1.515], [-1.077, 6.469, 2.600], [-1.085, 5.841, 0.522], [-0.382, 4.633, 1.596], [-0.198, 7.102, 2.426], [-1.965, 7.114, 2.585], [-0.990, 6.037, 3.603], [-2.738, 3.129, 2.695], [-4.118, 2.820, 3.311], [-2.017, 3.384, 3.488], [-2.326, 2.226, 2.201], [-4.034, 2.009, 4.046], [-4.499, 3.714, 3.823], [-4.841, 2.520, 2.540], [1.082, -0.319, 2.964], [2.200, -0.954, 3.804], [0.353, -1.072, 2.632], [0.533, 0.406, 3.580], [2.545, -1.906, 3.387], [3.071, -0.300, 3.927], [1.814, -1.162, 4.809], [1.911, 2.320, 2.097], [3.247, 2.912, 1.651], [1.846, 2.263, 3.192], [1.072, 2.951, 1.756], [4.092, 2.523, 2.234], [3.455, 2.731, 0.591], [3.225, 3.998, 1.800], [3.140, -0.161, 1.003], [3.073, -1.661, 0.710], [3.847, 0.039, 1.823], [3.505, 0.370, 0.116], [3.600, -1.873, -0.229], [3.561, -2.263, 1.490], [2.040, -2.030, 0.573], [0.278, -2.570, -0.092], [-0.442, -2.056, 0.324], [0.235, -3.466, 0.282]], "mulliken_charge": [0.099, -0.392, -0.398, 0.816, -0.396, -0.421, -0.044, 1.036, 0.289, -0.344, 1.164, -0.761, -0.405, -0.058, -0.665, -0.511, -0.492, 0.360, 0.295, 0.445, 0.412, 0.420, 0.423, 0.472, 0.362, 0.517, 0.498, -0.185, -0.182, -1.246, 0.407, 0.173, 0.374, 0.395, 0.347, 0.322, -1.252, 0.427, -0.445, 0.386, 0.400, 0.344, 1.170, -1.342, 0.394, -1.062, 0.390, 0.425, 0.352, -0.367, -1.219, 0.370, 0.549, 0.311, 0.327, 0.394, 0.648, -1.306, 0.665, -0.899, 0.386, 0.242, 0.432, -0.582, -1.148, 0.644, 0.410, 0.320, 0.423, 0.147, -0.632, 0.253, 0.319], "s2": 6.08, "e_homo_ev": [-19.4, -20.3], "e_lumo_ev": [-12.6, -14.6], "multiplicity": 5, "homo_lumo_gap_ev": [6.812, 5.658], "charge": 4}

***

{"formula": "C3H8O4", "method": "the ωB97M-V functional and the def2-TZVPD basis", "elements": ["O", "C", "O", "C", "C", "O", "H", "H", "H", "H", "H", "H", "O", "H", "H"], "coordinates": [[1.122, 0.962, 0.398], [0.752, 0.085, 1.147], [1.606, -0.530, 1.973], [-0.634, -0.463, 1.190], [-1.305, -0.475, -0.172], [-0.549, -1.274, -1.064], [2.460, -0.072, 1.867], [-0.687, -1.398, 1.738], [-1.191, 0.275, 1.795], [-2.303, -0.907, -0.068], [-1.422, 0.545, -0.531], [-0.243, -0.714, -1.792], [0.475, 1.149, -2.290], [1.161, 1.558, -2.831], [0.758, 1.262, -1.358]], "mulliken_charge": [-0.687, 0.563, -0.452, -0.297, -0.586, -0.539, 0.349, 0.306, 0.260, 0.345, 0.340, 0.348, -0.661, 0.291, 0.420], "e_homo_ev": -10.3, "e_lumo_ev": 0.6, "homo_lumo_gap_ev": 10.942, "charge": 0, "smiles": "O=C(O)CCO.O"}

***

What E values result from the calculations? In sequence: -15055.775; -65789.503; -121966.392; -11431.269 eV.
What energy above the lowest of the compared OMol25 structures with the same formula, charge and spin values result from the calculations? In sequence: 857.00; 162.47; 31.69; 0.00 kJ/mol.